ORCA calculation (ωB97M-V/def2-TZVPD) on C52H44BCl3F4N7O2PTi as an isolated structure.

```
115
Properties=species:S:1:pos:R:3:forces:R:3:lowdin_charge:R:1
Ti -0.0536 0.8741 0.3322 -0.5687 -0.8126 0.0591 1.065
C 1.8408 -2.1934 -3.9156 0.1047 -0.6037 -0.3262 -0.017
N 1.5271 -0.9814 -3.2104 -0.2210 0.4961 0.6051 -0.043
C 1.1245 -0.8746 -1.9195 0.0692 -0.3912 0.0493 -0.405
N 0.9852 0.3989 -1.5650 0.1101 -0.7215 0.0104 0.045
C 1.2913 1.1435 -2.6657 0.1747 -0.1511 -0.6862 -0.138
C 1.6329 0.2875 -3.7031 -0.0803 0.5646 0.4862 -0.097
C 2.0769 0.6380 -5.0474 0.1396 0.0051 -0.3100 -0.173
C 3.0279 1.6473 -5.1984 -0.0013 -0.1679 0.0188 -0.015
C 3.4362 2.0376 -6.4586 0.0274 0.0417 -0.0170 -0.057
C 2.8999 1.4298 -7.5825 -0.0163 0.0188 0.0034 -0.068
C 1.9579 0.4255 -7.4402 -0.0045 -0.0771 -0.1201 -0.067
C 1.5452 0.0265 -6.1816 0.0192 0.0890 0.1256 -0.034
C 1.1525 2.5998 -2.8115 -0.0332 0.2175 -0.0886 -0.165
C 0.3215 3.0753 -3.8253 0.0145 -0.0069 0.1713 -0.022
C 0.1560 4.4340 -4.0101 -0.0261 0.0438 -0.0952 -0.044
C 0.8304 5.3370 -3.2059 0.0222 -0.0002 0.0482 -0.061
C 1.6993 4.8716 -2.2333 0.0052 0.0965 0.0606 -0.059
C 1.8700 3.5116 -2.0454 -0.0171 -0.1030 -0.1450 -0.033
P 0.6583 -2.2989 -0.8867 -0.1276 0.8339 0.1827 1.210
C -1.0642 -1.8022 -0.5295 0.1041 -0.5960 0.0324 -0.408
N -1.4897 -0.8248 0.2631 0.1609 -0.4678 -0.4889 0.055
C -2.8465 -0.9514 0.3457 -0.3647 -0.5602 -0.3183 -0.133
C -3.2424 -2.0373 -0.4272 0.0691 0.5578 0.4168 -0.095
N -2.1035 -2.5630 -0.9581 0.3184 0.6038 0.3350 -0.046
C -2.0100 -3.6796 -1.8590 0.0971 -0.5671 -0.3795 -0.017
C -4.5790 -2.5488 -0.7216 -0.1555 -0.1663 -0.0939 -0.197
C -5.5400 -1.6841 -1.2407 0.0981 -0.1029 -0.0381 -0.006
C -6.8064 -2.1605 -1.5221 -0.0872 -0.0158 0.0112 -0.053
C -7.1243 -3.4890 -1.2803 -0.0562 0.0492 0.0200 -0.069
C -6.1749 -4.3465 -0.7516 -0.0190 -0.1233 -0.0082 -0.071
C -4.9014 -3.8830 -0.4761 -0.0028 0.2128 0.0051 -0.046
C -3.7378 -0.1385 1.1774 -0.1512 0.2623 0.2014 -0.169
C -4.8343 -0.7480 1.7945 0.1086 0.0746 0.0552 -0.019
C -5.7311 0.0045 2.5287 -0.0632 -0.0663 0.0312 -0.062
C -5.5404 1.3677 2.6827 0.0712 0.0305 -0.0446 -0.065
C -4.4386 1.9745 2.1029 0.0011 -0.0148 0.0769 -0.043
C -3.5422 1.2332 1.3518 -0.0923 -0.0983 -0.3109 -0.059
C 1.3777 -1.7133 0.6886 0.0653 -0.5067 -0.1722 -0.399
N 1.0713 -0.6381 1.4135 0.4190 -0.4924 -0.4467 0.043
C 1.7182 -0.7815 2.6128 0.3855 -0.5689 0.2203 -0.140
C 2.4534 -1.9597 2.5842 -0.3094 0.6402 0.1016 -0.106
N 2.2215 -2.5295 1.3684 -0.4307 0.6686 -0.0355 -0.049
C 2.8028 -3.7466 0.8679 0.2213 -0.6308 -0.2827 -0.023
C 3.3618 -2.5349 3.5728 0.1737 -0.2109 0.0953 -0.201
C 4.4113 -1.7709 4.0765 -0.0313 -0.1222 -0.0987 -0.017
C 5.2904 -2.3234 4.9887 0.0409 0.0212 0.0192 -0.056
C 5.1271 -3.6341 5.4094 0.0071 0.0269 0.0540 -0.066
C 4.0715 -4.3901 4.9295 0.0079 -0.1151 -0.0132 -0.064
C 3.1915 -3.8477 4.0108 0.0203 0.2183 0.0183 -0.043
C 1.5940 0.0641 3.8057 -0.0067 0.2587 0.2742 -0.165
C 1.5498 1.4544 3.7506 0.1459 -0.2564 -0.0421 -0.041
C 1.4614 2.2106 4.9051 -0.0034 0.0928 -0.0045 -0.069
C 1.4262 1.5912 6.1419 -0.0148 -0.0391 0.0133 -0.064
C 1.4668 0.2081 6.2122 -0.0017 0.0285 0.0248 -0.054
C 1.5416 -0.5512 5.0589 -0.0716 0.0885 -0.0855 -0.016
H 2.1674 -2.9579 -3.2116 0.0004 0.0679 -0.0429 0.075
H 2.6391 -1.9963 -4.6299 -0.0395 -0.0189 0.0657 0.107
H 0.9724 -2.5675 -4.4603 0.0384 0.0147 0.0078 0.099
H 3.4485 2.1162 -4.3214 0.0104 0.0602 0.0641 0.121
H 4.1742 2.8180 -6.5600 0.0670 0.0805 -0.0365 0.110
H 3.2084 1.7423 -8.5675 0.0532 0.0251 -0.1047 0.108
H 1.5383 -0.0471 -8.3155 -0.0504 -0.0292 -0.0679 0.109
H 0.7860 -0.7372 -6.0871 -0.0696 -0.0370 0.0255 0.112
H -0.2141 2.3801 -4.4516 -0.0698 -0.0674 0.0042 0.123
H -0.5094 4.7855 -4.7838 -0.0660 0.0408 -0.0543 0.115
H 0.6921 6.3994 -3.3407 -0.0188 0.0736 -0.0285 0.109
H 2.2525 5.5698 -1.6232 0.0679 0.0674 0.0616 0.110
H 2.6025 3.1630 -1.3389 0.0429 -0.0018 0.0429 0.085
H -2.9916 -3.8818 -2.2865 0.1262 0.0621 0.0295 0.101
H -1.6595 -4.5722 -1.3342 -0.0675 0.0547 -0.0691 0.103
H -1.3100 -3.4476 -2.6626 -0.1018 -0.0349 0.0148 0.081
H -5.2836 -0.6509 -1.4243 0.0445 0.1180 -0.0167 0.126
H -7.5500 -1.4927 -1.9280 -0.0770 0.0680 -0.0478 0.111
H -8.1170 -3.8550 -1.4921 -0.0974 -0.0208 -0.0393 0.108
H -6.4279 -5.3763 -0.5479 -0.0218 -0.0789 0.0031 0.108
H -4.1656 -4.5465 -0.0435 0.0718 -0.0586 0.0404 0.118
H -4.9885 -1.8121 1.7010 -0.0010 -0.0716 -0.0157 0.117
H -6.5867 -0.4765 2.9778 -0.0601 -0.0526 0.0731 0.108
H -6.2489 1.9542 3.2460 -0.0756 0.0661 0.0796 0.107
H -4.2831 3.0353 2.2148 0.0422 0.1652 -0.0047 0.110
H -2.7144 1.7363 0.8692 -0.2972 -0.0427 0.1190 0.070
H 3.6877 -3.9915 1.4529 -0.0679 0.0702 -0.0699 0.101
H 3.0880 -3.6186 -0.1765 0.0178 -0.0288 0.1038 0.082
H 2.0935 -4.5738 0.9404 0.0738 0.0343 -0.0006 0.103
H 4.5358 -0.7512 3.7426 0.0101 0.0941 -0.0179 0.123
H 6.1096 -1.7322 5.3652 0.0979 0.0647 0.0625 0.110
H 5.8193 -4.0652 6.1154 0.0700 -0.0315 0.0828 0.109
H 3.9357 -5.4064 5.2656 -0.0121 -0.0959 0.0492 0.110
H 2.3556 -4.4302 3.6503 -0.0686 -0.0712 -0.0348 0.120
H 1.6000 1.9445 2.7960 -0.0063 0.0767 0.0269 0.079
H 1.4275 3.2861 4.8333 0.0032 0.1417 -0.0026 0.093
H 1.3627 2.1794 7.0438 0.0009 0.0686 0.0938 0.109
H 1.4393 -0.2812 7.1732 -0.0394 -0.0783 0.0971 0.110
H 1.5461 -1.6277 5.1370 -0.0135 -0.0608 -0.0207 0.119
Cl -1.3386 5.5945 0.7661 0.2718 -0.1062 0.1473 0.661
C -0.2395 4.7217 1.8539 -0.1909 0.5534 0.0013 -1.497
Cl -1.0892 4.3476 3.3684 -0.1323 0.0704 0.1801 0.641
Cl 1.1776 5.7000 2.2265 0.0468 0.1994 0.0033 0.651
C 0.1334 3.4039 1.2310 -0.3089 -0.3455 0.0384 -0.620
N -0.6716 2.4684 1.0734 0.1891 0.9623 -0.2121 0.026
C 3.1841 1.6943 0.5366 -0.3078 0.2186 -0.1648 -0.039
C 1.7066 1.9598 0.5575 0.1061 0.7384 0.3960 -0.229
O 1.4648 3.2322 0.9584 0.8166 -0.2551 -0.0682 -0.071
H 3.7531 2.6197 0.4284 0.0006 -0.0326 0.0026 0.095
H 3.4550 0.9952 -0.2554 -0.0816 -0.0257 0.0052 0.085
H 3.4817 1.2473 1.4902 -0.0949 -0.0810 0.0573 0.086
F -1.3174 1.3108 -1.2241 0.1098 -0.1548 0.0729 -0.073
B -2.4570 2.1804 -1.8643 0.4427 -0.0729 0.4385 -1.249
F -3.6023 1.5924 -1.4498 -0.7739 -0.3708 0.2584 0.198
F -2.1996 3.3929 -1.3273 -0.1254 0.8118 0.1281 0.173
F -2.2801 2.0849 -3.1951 0.1987 -0.1214 -0.9133 0.203
O -1.0439 0.4504 2.7272 0.1310 -0.1878 -0.0464 -0.044
H -1.9943 0.3249 2.5809 0.0280 0.1153 0.1094 0.039
H -0.9666 1.2437 3.2759 -0.0872 -0.0338 -0.0818 0.056
```
Positions in Å, forces in eV/Å.

The energy above the lowest of the compared OMol25 structures with the same formula, charge and spin comes out at 18.9 kcal/mol. For the total energy, the calculation gives -150685.8437 eV. Its HOMO energy (spin up / spin down) is -10.177 / -10.297 eV. As for the expectation value of S²: 0.76. For the frontier orbital gap (spin up / spin down), the calculation gives 0.27832 / 0.25834 hartree. The largest force on an atom comes out at 1.003 eV/Å. The multiplicity is 2. The total charge is +1. The LUMO energy (spin up / spin down) comes out at -2.60 / -3.27 eV.


ORCA calculation (ωB97M-V/def2-TZVPD) on C52H44F5N4O3PRbSTe as an isolated structure.

```
112
Properties=species:S:1:pos:R:3:forces:R:3:lowdin_charge:R:1
Rb 0.8383 -0.2900 0.5049 0.5394 -0.5393 0.3671 0.769
N 3.3159 1.2523 1.7443 0.0895 0.0620 -0.1578 0.050
C 3.7521 2.4685 1.2256 -0.0645 -0.0422 0.0938 -0.329
C 3.4885 3.6628 1.9113 -0.0083 -0.0713 -0.0031 -0.042
C 3.9222 4.8773 1.4250 0.0310 0.0089 -0.0512 -0.102
C 4.6506 4.9440 0.2399 -0.0152 -0.0051 0.0183 -0.113
C 4.8920 3.7734 -0.4591 -0.0438 -0.0404 0.0543 -0.110
C 4.4282 2.5375 -0.0056 0.0697 -0.0213 -0.0489 -0.297
P 4.6033 0.9887 -0.9742 -0.0069 0.0087 0.0416 1.125
C 6.1943 1.3115 -1.8358 0.0112 0.0069 -0.0032 -0.363
C 7.3547 0.9932 -1.1211 0.0041 0.0398 -0.0625 -0.093
C 8.6052 1.1963 -1.6876 -0.0682 -0.0055 0.0072 -0.095
C 8.7170 1.6984 -2.9803 -0.0251 -0.0139 0.0410 -0.118
C 7.5704 1.9950 -3.7024 -0.0489 -0.0076 0.0170 -0.106
C 6.3147 1.8038 -3.1329 0.0710 -0.0167 0.0149 -0.095
C 3.3755 1.2174 -2.3234 0.0035 -0.0839 -0.0758 -0.377
C 2.9746 0.0377 -2.9617 -0.0256 0.1122 -0.0096 -0.109
C 2.0363 0.0635 -3.9859 0.0824 0.0182 0.0989 -0.089
C 1.4725 1.2712 -4.3699 -0.0150 0.0173 -0.0244 -0.097
C 1.8461 2.4427 -3.7306 0.0159 0.0264 0.0102 -0.089
C 2.7925 2.4198 -2.7161 -0.0107 -0.0604 0.0396 -0.095
H 2.9277 1.3290 2.6727 0.0157 -0.0308 0.0116 0.082
H 4.0087 0.4992 1.6977 0.0049 0.0248 0.0120 -0.033
H 2.9279 3.6150 2.8380 -0.0007 0.0033 -0.0084 0.108
H 3.7000 5.7826 1.9785 0.0005 -0.0035 -0.0013 0.093
H 5.0123 5.8932 -0.1361 -0.0031 -0.0045 0.0014 0.086
H 5.4477 3.8128 -1.3896 -0.0014 -0.0059 -0.0018 0.098
H 7.2608 0.5728 -0.1226 0.0147 0.0093 -0.0144 0.059
H 9.4951 0.9480 -1.1213 -0.0064 0.0003 -0.0020 0.096
H 9.6945 1.8480 -3.4238 -0.0014 0.0011 -0.0014 0.088
H 7.6495 2.3785 -4.7135 -0.0051 -0.0023 0.0061 0.091
H 5.4216 2.0367 -3.7009 0.0048 0.0059 -0.0096 0.096
H 3.3948 -0.9068 -2.6311 -0.0045 -0.0081 -0.0130 0.099
H 1.7243 -0.8595 -4.4588 0.0090 -0.0133 0.0027 0.097
H 0.7125 1.2955 -5.1415 0.0027 -0.0074 0.0031 0.096
H 1.3684 3.3778 -3.9952 0.0051 -0.0002 0.0156 0.102
H 3.0406 3.3342 -2.1925 -0.0122 -0.0048 -0.0206 0.098
F 5.3242 -6.4657 0.6844 0.0014 0.0062 0.0057 0.082
C 5.4813 -5.1747 1.0401 -0.0627 -0.0963 -0.0698 -0.163
C 4.6626 -4.1929 0.5195 -0.1010 0.0596 -0.0751 -0.156
F 3.7071 -4.5370 -0.3584 0.0108 0.0322 0.0199 0.102
C 4.8365 -2.8721 0.8884 0.0418 0.0663 -0.0335 -0.242
F 4.0048 -1.9767 0.3293 -0.0365 -0.0888 0.0946 0.026
C 5.8327 -2.4383 1.7777 0.0410 -0.1054 0.0036 -0.619
S 6.0751 -0.7847 2.2272 -0.0144 0.0149 0.0066 0.525
C 6.6345 -3.4781 2.2763 -0.0320 0.0371 -0.0202 -0.263
F 7.6286 -3.2048 3.1400 -0.0004 -0.0186 0.0009 0.043
C 6.4692 -4.8045 1.9258 0.1519 0.0436 0.1327 -0.162
F 7.2767 -5.7546 2.4434 0.0004 0.0335 -0.0006 0.079
O 0.6028 2.4774 0.5676 -0.1715 0.1136 0.1793 -0.284
N 0.3498 2.5542 -0.6533 0.0739 0.4589 -0.1810 -0.300
O -0.0920 1.5129 -1.1803 -0.2713 0.1905 -0.3378 -0.359
C -1.8146 -1.5049 5.1792 -0.0095 0.0158 0.0041 -0.082
C -1.2206 -2.2982 4.2156 -0.0069 0.0600 0.0290 -0.057
C -0.1065 -1.8094 3.5444 -0.0298 0.0212 -0.0110 -0.157
N 0.4168 -0.6058 3.7790 0.0193 0.0268 -0.0111 0.057
C -0.1649 0.1494 4.7108 -0.0305 -0.0897 -0.0430 -0.159
C -1.2726 -0.2537 5.4377 0.0037 0.0114 0.0065 -0.090
H -2.6972 -1.8426 5.7097 0.0009 0.0030 -0.0024 0.099
H -1.6181 -3.2692 3.9522 0.0086 0.0021 -0.0021 0.102
H 0.3378 -2.4036 2.7532 0.0271 0.0147 0.0334 0.079
H 0.2680 1.1316 4.8712 0.0093 -0.0006 -0.0061 0.103
H -1.7148 0.4119 6.1678 0.0006 -0.0068 -0.0052 0.094
C -8.4792 2.3498 -3.3605 0.0543 -0.0282 0.0311 -0.069
C -7.2747 1.7626 -2.6673 -0.0630 -0.0440 -0.0276 -0.290
C -6.2364 2.5703 -2.2226 0.0267 0.0298 0.0595 -0.035
C -5.1305 2.0463 -1.5588 0.0286 -0.0270 0.0193 -0.292
C -4.0293 2.9905 -1.1384 -0.0519 -0.0765 0.0132 -0.070
C -5.0483 0.6595 -1.3144 -0.0221 0.1449 -0.1090 -0.351
Te -3.1774 -0.1915 -0.4900 -0.4733 0.0548 -0.1814 1.564
N -1.7575 -1.5333 0.7347 0.3070 -0.5815 -0.0022 -0.152
C -1.3380 -2.7483 0.4644 -0.0468 0.1169 0.2544 -0.708
O -0.1999 -3.1890 0.7923 -0.1421 0.0447 -0.1081 -0.113
C -2.2830 -3.7307 -0.2049 0.0747 0.0776 -0.0340 -0.164
C -2.7004 -3.5780 -1.5220 -0.0084 -0.0606 -0.0067 -0.075
C -3.5370 -4.5179 -2.1105 0.0038 -0.0160 0.0409 -0.102
C -3.9789 -5.6147 -1.3808 0.0369 0.0356 0.0305 -0.115
C -3.5576 -5.7765 -0.0658 0.0209 0.0480 -0.0327 -0.099
C -2.7026 -4.8463 0.5108 -0.0526 -0.0424 -0.0082 -0.032
C -3.5188 0.6560 1.4153 0.0910 0.2076 0.2563 -0.416
C -2.5752 1.5901 1.8596 -0.1658 -0.2359 -0.2979 -0.129
C -2.6974 2.1798 3.1095 0.0134 -0.0067 -0.0424 -0.093
C -3.7652 1.8370 3.9225 -0.0510 -0.0081 0.0571 -0.111
C -4.6919 0.8960 3.4937 0.0063 0.0273 0.0194 -0.070
C -4.5869 0.2858 2.2465 0.1240 -0.0451 -0.1782 -0.293
C -5.5865 -0.7608 1.8279 0.0680 0.0936 0.0229 -0.063
C -6.0853 -0.1641 -1.7775 -0.0159 -0.0281 0.0437 -0.314
C -6.1036 -1.6685 -1.5866 -0.0138 0.1274 -0.0168 -0.090
C -7.1792 0.3998 -2.4414 0.0394 -0.0227 0.0320 -0.042
H -8.2632 3.3460 -3.7487 0.0029 -0.0056 -0.0040 0.066
H -9.3235 2.4387 -2.6718 -0.0030 0.0051 -0.0037 0.073
H -8.7998 1.7203 -4.1926 -0.0086 0.0088 -0.0020 0.069
H -6.2834 3.6409 -2.4044 0.0073 -0.0116 0.0031 0.105
H -4.2941 4.0229 -1.3732 0.0002 -0.0110 -0.0270 0.070
H -3.0856 2.7490 -1.6345 -0.0117 -0.0175 0.0292 0.074
H -3.8403 2.9237 -0.0661 -0.0119 0.0120 -0.0228 0.061
H -2.3626 -2.7203 -2.0910 -0.0086 -0.0024 -0.0029 0.094
H -3.8495 -4.3900 -3.1404 0.0021 0.0034 0.0067 0.097
H -4.6410 -6.3424 -1.8346 0.0001 0.0052 -0.0048 0.088
H -3.8891 -6.6343 0.5080 0.0047 0.0068 -0.0025 0.091
H -2.3425 -4.9825 1.5237 -0.0110 0.0065 -0.0100 0.111
H -1.7447 1.8494 1.2046 -0.0301 0.0333 0.1647 0.074
H -1.9565 2.8986 3.4379 0.0033 -0.0053 -0.0071 0.105
H -3.8751 2.2900 4.9020 0.0057 -0.0007 -0.0117 0.092
H -5.5135 0.6166 4.1461 0.0027 0.0023 -0.0044 0.098
H -6.2437 -1.0322 2.6562 0.0245 0.0239 0.0187 0.071
H -5.0672 -1.6562 1.4790 -0.0189 -0.0065 -0.0081 0.069
H -6.2036 -0.3989 1.0029 0.0086 -0.0159 -0.0153 0.066
H -5.1657 -2.0457 -1.1866 -0.0028 -0.0061 0.0037 0.009
H -6.2983 -2.1736 -2.5361 0.0048 0.0114 0.0080 0.075
H -6.9014 -1.9569 -0.8954 0.0099 0.0096 -0.0144 0.078
H -7.9733 -0.2555 -2.7936 0.0093 0.0070 0.0061 0.111
```
Positions in Å, forces in eV/Å.

The energy above the lowest of the compared OMol25 structures with the same formula, charge and spin comes out at 8.0 kcal/mol. For the total energy, the calculation gives -108400.3336 eV. Its HOMO energy (spin up / spin down) is -2.365 / -2.365 eV. As for the expectation value of S²: 0.76. For the frontier orbital gap (spin up / spin down), the calculation gives 0.21691 / 0.21686 hartree. The largest force on an atom comes out at 0.847 eV/Å. The multiplicity is 2. The total charge is -2. The LUMO energy (spin up / spin down) comes out at 3.54 / 3.54 eV.